Record 1
Here is 2 unconnected molecules or ions with the total composition H2OS2 at a distorted geometry from the Open Molecules 2025 dataset. Energies are from ωB97M-V/def2-TZVPD.

Summary:
**Relative energy (zero: lowest compared OMol25 entry of this formula, charge and spin)**: 3.632 eV
**LUMO level (spin up / spin down)**: -3.0 / -3.0 eV
**Total energy**: -23746.0141 eV
**Maximum force**: 3.6 eV/Å

Geometry as ORCA input:
```
! RIJCOSX wB97M-V def2-TZVPD def2/J DEFGRID3
* xyz 0 1
O 0.20 1.40 0.70
S -0.24 -2.11 0.12
S -1.52 -0.71 -0.18
H -0.52 1.97 1.20
H 0.22 -1.90 -1.05
*
```

Charge distribution, Löwdin scheme, values in e: number 1, O, carries -0.378; number 2, S, carries 0.351; number 3, S, carries 0.256; number 4, H, carries -0.006; number 5, H, carries -0.223

Record 2
Here is 5 unconnected molecules or ions with the total composition C2H15NO4 at a distorted geometry from the Open Molecules 2025 dataset. Energies are from ωB97M-V/def2-TZVPD.

Summary:
**Structure (SMILES)**: CNC.O.O.O.O
**Relative energy (zero: lowest compared OMol25 entry of this formula, charge and spin)**: 2.012 eV
**LUMO level**: 0.3 eV
**Total energy**: -11996.1402 eV
**Maximum force**: 4.8 eV/Å

Geometry as ORCA input:
```
! RIJCOSX wB97M-V def2-TZVPD def2/J DEFGRID3
* xyz 0 1
C -0.02 2.07 0.19
N 0.95 1.21 -0.43
C 0.22 0.36 -1.50
H -0.73 1.50 0.70
H -0.61 2.76 -0.53
H 0.46 2.89 0.86
H 1.80 1.61 -0.87
H -0.21 1.01 -2.29
H 0.93 -0.37 -1.78
H -0.66 -0.23 -1.00
H 2.89 -0.57 0.42
H 2.76 0.82 0.94
O 3.37 0.29 0.47
H 1.28 -2.75 0.59
H 0.15 -1.90 0.80
O 1.08 -1.82 0.62
H -2.47 1.17 -0.37
H -3.90 0.85 0.47
O -3.40 0.83 -0.42
H -1.82 -3.25 1.06
H -2.15 -2.12 -0.04
O -1.75 -2.36 0.81
*
```

Atom charges from the Löwdin analysis, given in e for atoms 1 to 5: number 1, C, carries -0.194; number 2, N, carries -0.186; number 3, C, carries -0.094; number 4, H, carries 0.030; number 5, H, carries 0.088

Record 3
Here is a molecular structure, C8H7N2O5Os at a distorted geometry from the Open Molecules 2025 dataset. Energies are from ωB97M-V/def2-TZVPD.

Summary:
**Relative energy (zero: lowest compared OMol25 entry of this formula, charge and spin)**: 4.674 eV
**LUMO level (spin up / spin down)**: -13.4 / -17.6 eV
**Total energy**: -24050.8867 eV
**Maximum force**: 10.8 eV/Å

Geometry as ORCA input:
```
! RIJCOSX wB97M-V def2-TZVPD def2/J DEFGRID3
* xyz 3 5
O -2.16 -5.92 -1.34
C -1.96 -4.84 -1.72
Os -0.32 -0.09 -2.08
O 1.13 -2.46 -0.91
C 0.53 -1.60 -1.47
C 1.47 0.45 -1.81
O 2.59 0.75 -1.67
C 0.53 3.21 -2.78
O 0.51 4.34 -2.97
C -0.04 -0.26 -3.95
O -0.03 -0.56 -5.08
H -0.55 -1.62 -1.99
C 1.08 0.51 2.90
N -0.20 0.58 2.19
C -1.23 1.21 3.03
C -0.22 0.52 0.90
N -0.68 0.52 -0.20
H 0.95 0.75 3.96
H 1.91 1.05 2.43
H 1.36 -0.53 2.77
H -1.67 2.15 2.71
H -2.08 0.57 2.98
H -0.93 1.25 4.08
*
```

Atom charges from the Löwdin analysis, given in e for atoms 1 to 5: number 1, O, carries 0.030; number 2, C, carries 0.011; number 3, Os, carries 1.509; number 4, O, carries 0.275; number 5, C, carries -0.366

Record 4
Here is a molecular structure, C5H9I4N at a distorted geometry from the Open Molecules 2025 dataset. Energies are from ωB97M-V/def2-TZVPD.

Summary:
**Relative energy (zero: lowest compared OMol25 entry of this formula, charge and spin)**: 1.275 eV
**LUMO level (spin up / spin down)**: -2.2 / -3.0 eV
**Total energy**: -39221.2215 eV
**Maximum force**: 4.8 eV/Å

Geometry as ORCA input:
```
! RIJCOSX wB97M-V def2-TZVPD def2/J DEFGRID3
* xyz 0 1
C -1.01 -1.06 -0.25
C -2.89 -1.81 1.00
C 1.00 1.69 1.71
C -1.96 -0.63 0.73
C -1.36 -0.26 1.99
N -0.93 -0.07 3.01
I -3.15 1.12 0.18
I 2.73 2.89 1.90
I 3.64 -0.24 -0.50
I 2.52 3.41 -1.10
H -0.27 -1.76 0.31
H -1.39 -1.60 -1.00
H -0.45 -0.25 -0.64
H -3.57 -1.70 1.78
H -3.55 -2.00 0.17
H -2.38 -2.69 1.16
H 0.91 0.96 2.49
H 1.07 1.16 0.70
H 0.10 2.19 1.50
*
```

Atom charges from the Löwdin analysis, given in e for atoms 1 to 5: number 1, C, carries -0.135; number 2, C, carries -0.116; number 3, C, carries -0.639; number 4, C, carries -0.922; number 5, C, carries -0.340

Q: The lowest maximum force belongs to which entry?
A: H2OS2

Q: Look up the maximum force of the first one.
A: 3.6 eV/Å

What did the second record say?
Here is 5 unconnected molecules or ions with the total composition C2H15NO4 at a distorted geometry from the Open Molecules 2025 dataset. Energies are from ωB97M-V/def2-TZVPD.

Summary:
**Structure (SMILES)**: CNC.O.O.O.O
**Relative energy (zero: lowest compared OMol25 entry of this formula, charge and spin)**: 2.012 eV
**LUMO level**: 0.3 eV
**Total energy**: -11996.1402 eV
**Maximum force**: 4.8 eV/Å

Geometry as ORCA input:
```
! RIJCOSX wB97M-V def2-TZVPD def2/J DEFGRID3
* xyz 0 1
C -0.02 2.07 0.19
N 0.95 1.21 -0.43
C 0.22 0.36 -1.50
H -0.73 1.50 0.70
H -0.61 2.76 -0.53
H 0.46 2.89 0.86
H 1.80 1.61 -0.87
H -0.21 1.01 -2.29
H 0.93 -0.37 -1.78
H -0.66 -0.23 -1.00
H 2.89 -0.57 0.42
H 2.76 0.82 0.94
O 3.37 0.29 0.47
H 1.28 -2.75 0.59
H 0.15 -1.90 0.80
O 1.08 -1.82 0.62
H -2.47 1.17 -0.37
H -3.90 0.85 0.47
O -3.40 0.83 -0.42
H -1.82 -3.25 1.06
H -2.15 -2.12 -0.04
O -1.75 -2.36 0.81
*
```

Atom charges from the Löwdin analysis, given in e for atoms 1 to 5: number 1, C, carries -0.194; number 2, N, carries -0.186; number 3, C, carries -0.094; number 4, H, carries 0.030; number 5, H, carries 0.088